C46H36IN2O3P2PdS | ωB97M-V/def2-TZVPD

Values from the calculation:
Charge: -1
Relative energy (zero: lowest compared OMol25 entry of this formula, charge and spin) (eV): 2.343
Kohn-Sham gap (alpha / beta) (eV): 4.60 / 4.60

```
92
C46H36IN2O3P2PdS, DFT ωB97M-V/def2-TZVPD
Pd 0.274 0.416 0.060
O -0.285 -4.004 -1.257
S -0.589 -2.664 -0.723
C -1.413 -2.906 0.895
C -2.279 -3.925 1.082
C -2.863 -4.159 2.327
C -2.579 -3.282 3.354
C -1.579 -2.351 3.207
C -0.978 -2.098 1.986
P 0.517 -1.058 1.902
C 1.900 -2.035 1.514
C 1.813 -3.449 1.266
C 2.970 -4.126 0.952
C 4.218 -3.517 0.862
C 4.309 -2.167 1.275
C 3.188 -1.454 1.541
C 0.711 -0.283 3.551
C -0.139 0.895 3.667
C 0.172 1.808 4.654
C 1.377 1.626 5.400
C 2.082 0.418 5.409
C 1.748 -0.483 4.410
C -1.777 -1.761 -1.721
C -3.019 -2.228 -1.663
C -4.043 -1.541 -2.312
C -3.678 -0.422 -3.107
C -2.387 0.014 -3.240
C -1.393 -0.690 -2.491
P 0.276 -0.065 -2.170
C 1.401 -1.349 -2.608
C 2.752 -1.232 -2.249
C 3.584 -2.330 -2.260
C 3.324 -3.437 -3.030
C 2.088 -3.497 -3.685
C 1.141 -2.455 -3.426
C 0.573 1.320 -3.315
C -0.297 2.400 -3.310
C 0.091 3.588 -3.882
C 1.180 3.600 -4.782
C 1.971 2.509 -4.927
C 1.626 1.304 -4.230
H -2.350 -4.533 0.128
H -3.520 -4.942 2.441
H -3.116 -3.392 4.328
H -1.229 -1.791 4.093
H 0.912 -4.015 1.262
H 2.950 -5.164 0.917
H 5.052 -4.112 0.736
H 5.308 -1.778 1.527
H 3.251 -0.429 1.960
H -0.966 0.961 2.960
H -0.430 2.683 4.924
H 1.847 2.397 6.019
H 2.921 0.225 6.082
H 2.412 -1.353 4.247
H -3.229 -3.108 -1.112
H -5.085 -1.892 -2.108
H -4.435 0.071 -3.747
H -2.159 0.871 -3.895
H 3.171 -0.260 -1.960
H 4.515 -2.253 -1.718
H 3.968 -4.282 -3.042
H 1.799 -4.306 -4.368
H 0.214 -2.439 -3.964
H -1.241 2.358 -2.718
H -0.368 4.591 -3.612
H 1.372 4.555 -5.290
H 2.920 2.433 -5.455
H 2.301 0.406 -4.402
N 2.354 3.642 1.574
C 3.445 2.865 1.281
C 3.033 1.797 0.519
N 1.639 1.884 0.426
C 1.303 2.956 1.148
H 2.261 4.563 1.935
H 4.460 3.256 1.351
H 3.597 1.057 -0.124
H 0.257 3.331 1.169
I -6.567 6.440 0.515
C -5.099 4.944 0.621
C -5.414 3.733 1.283
C -4.625 2.573 1.160
C -3.407 2.648 0.505
C -3.054 3.841 -0.152
C -3.842 4.968 -0.140
C -2.383 1.571 0.557
O -2.637 0.407 0.962
O -1.207 2.024 0.143
H -6.227 3.713 2.021
H -5.024 1.635 1.540
H -2.157 3.864 -0.804
H -3.484 5.850 -0.647
```

***

C46H36N3O6PS6Ti | ωB97M-V/def2-TZVPD

Values from the calculation:
Charge: 0
Relative energy (zero: lowest compared OMol25 entry of this formula, charge and spin) (eV): 0.438
Kohn-Sham gap (eV): 5.11

```
99
C46H36N3O6PS6Ti, DFT ωB97M-V/def2-TZVPD
Ti 0.143 -0.020 -0.071
C 0.703 -3.556 -0.336
O 0.952 -2.232 -0.832
C 1.344 -2.108 -2.135
C 1.405 -3.121 -3.076
C 1.852 -2.806 -4.356
C 2.249 -1.519 -4.690
C 2.213 -0.511 -3.735
C 1.738 -0.817 -2.475
N 1.745 0.079 -1.365
N 2.805 0.779 -1.291
C 3.145 1.339 -0.108
C 2.639 0.822 1.105
O 1.591 0.045 1.136
C 3.334 1.079 2.319
C 4.389 1.930 2.323
C 4.869 2.560 1.132
C 5.946 3.465 1.168
C 6.404 4.044 0.012
C 5.798 3.732 -1.213
C 4.743 2.854 -1.273
C 4.263 2.252 -0.099
H -0.155 -3.993 -0.844
H 1.602 -4.156 -0.471
H 0.465 -3.448 0.717
H 1.105 -4.129 -2.830
H 1.892 -3.589 -5.102
H 2.596 -1.303 -5.691
H 2.540 0.497 -3.952
H 2.962 0.613 3.221
H 4.893 2.154 3.256
H 6.406 3.696 2.120
H 7.232 4.741 0.042
H 6.165 4.191 -2.123
H 4.268 2.626 -2.218
O 0.472 2.795 0.814
C 0.323 2.170 -0.218
C 0.486 2.857 -1.536
C 1.319 3.965 -1.661
C 1.546 4.499 -2.918
C 0.935 3.938 -4.034
C 0.078 2.853 -3.904
C -0.157 2.313 -2.645
P -1.210 0.899 -2.203
C -1.680 0.142 -3.780
C -1.280 -1.141 -4.127
C -1.611 -1.667 -5.368
C -2.346 -0.912 -6.269
C -2.763 0.368 -5.924
C -2.437 0.892 -4.685
C -2.774 1.671 -1.673
C -3.973 1.026 -1.972
C -5.183 1.569 -1.568
C -5.208 2.744 -0.832
C -4.017 3.384 -0.517
C -2.805 2.859 -0.943
H 1.798 4.369 -0.778
H 2.208 5.348 -3.036
H 1.125 4.352 -5.016
H -0.395 2.433 -4.781
H -0.733 -1.749 -3.420
H -1.299 -2.671 -5.623
H -2.605 -1.322 -7.236
H -3.352 0.955 -6.617
H -2.779 1.885 -4.416
H -3.964 0.086 -2.510
H -6.104 1.052 -1.800
H -6.151 3.154 -0.498
H -4.027 4.301 0.057
H -1.896 3.402 -0.711
N -0.998 0.631 1.707
C -1.160 -0.384 2.755
C -0.313 -1.481 2.711
C -0.428 -2.480 3.658
C -1.382 -2.394 4.652
C -2.217 -1.281 4.718
C -2.105 -0.265 3.766
S -1.561 -3.786 5.779
O -0.202 -4.064 6.203
O -2.126 -4.820 4.911
O -2.457 -3.309 6.812
H -0.405 1.384 2.060
H -1.892 1.070 1.487
H 0.453 -1.563 1.951
H 0.228 -3.342 3.635
H -2.951 -1.229 5.511
H -2.764 0.597 3.802
C -3.819 -5.134 2.479
S -2.757 -4.197 1.361
C -3.442 -2.603 1.526
C -3.070 -1.533 0.779
S -1.847 -1.531 -0.486
S -3.996 -0.081 1.046
C -5.009 -0.671 2.312
S -6.128 0.252 3.068
S -4.720 -2.333 2.689
H -3.398 -6.137 2.495
H -4.835 -5.180 2.096
H -3.778 -4.728 3.493
```

***

C46H36N6O2PS2Zr | ωB97M-V/def2-TZVPD

Values from the calculation:
Charge: +1
Relative energy (zero: lowest compared OMol25 entry of this formula, charge and spin) (eV): 0.089
Kohn-Sham gap (eV): 6.01

```
94
C46H36N6O2PS2Zr, DFT ωB97M-V/def2-TZVPD
Zr -0.204 0.052 0.196
C -3.028 -4.969 0.425
C -3.004 -4.073 1.483
C -1.992 -3.130 1.572
C -0.995 -3.073 0.604
C -1.013 -3.984 -0.447
C -2.028 -4.926 -0.534
N 0.015 -2.068 0.734
C 1.168 -2.438 1.395
C 1.626 -3.759 1.577
C 2.822 -3.990 2.222
C 3.616 -2.951 2.726
C 3.176 -1.654 2.601
C 1.970 -1.418 1.939
N 1.358 -0.168 1.866
N 1.849 0.827 2.446
C 0.982 1.950 2.376
C 1.454 3.144 2.879
C 0.601 4.241 2.842
C -0.669 4.085 2.320
C -1.051 2.840 1.829
N -0.247 1.784 1.849
H -3.821 -5.700 0.352
H -3.776 -4.104 2.239
H -1.981 -2.418 2.388
H -0.236 -3.961 -1.197
H -2.037 -5.626 -1.358
H 1.029 -4.586 1.220
H 3.153 -5.012 2.348
H 4.550 -3.171 3.221
H 3.735 -0.821 3.001
H 2.453 3.194 3.284
H 0.928 5.198 3.223
H -1.366 4.905 2.268
H -2.035 2.681 1.409
O 2.015 -0.082 -1.018
C 1.593 1.042 -1.349
O 0.972 1.742 -0.459
C 1.510 1.573 -2.730
C 2.615 1.580 -3.566
C 2.510 2.137 -4.834
C 1.298 2.656 -5.256
C 0.183 2.608 -4.428
C 0.265 2.064 -3.153
P -1.227 1.909 -2.077
C -2.572 1.550 -3.261
C -2.309 0.777 -4.395
C -3.333 0.377 -5.235
C -4.643 0.738 -4.963
C -4.918 1.502 -3.841
C -3.894 1.898 -2.995
C -1.470 3.620 -1.487
C -2.600 3.955 -0.740
C -2.782 5.243 -0.263
C -1.818 6.214 -0.495
C -0.668 5.880 -1.191
C -0.495 4.595 -1.684
H 3.553 1.175 -3.214
H 3.372 2.170 -5.486
H 1.211 3.096 -6.240
H -0.762 2.991 -4.792
H -1.298 0.477 -4.628
H -3.102 -0.220 -6.107
H -5.443 0.430 -5.622
H -5.935 1.792 -3.614
H -4.156 2.485 -2.128
H -3.345 3.207 -0.492
H -3.678 5.482 0.294
H -1.961 7.222 -0.130
H 0.096 6.624 -1.372
H 0.406 4.362 -2.236
N -7.759 -0.641 1.359
C -6.632 -0.529 1.174
C -5.224 -0.387 0.941
C -4.402 0.114 1.943
C -3.042 0.255 1.698
C -2.455 -0.100 0.472
C -3.324 -0.603 -0.510
C -4.683 -0.751 -0.289
H -4.821 0.385 2.903
H -2.430 0.617 2.519
H -2.952 -0.904 -1.484
H -5.325 -1.144 -1.065
S -0.569 -1.285 -2.372
C 0.833 -2.120 -2.768
N 1.654 -2.746 -1.942
C 2.924 -3.183 -2.497
C 2.657 -3.427 -3.981
S 1.321 -2.274 -4.424
H 1.543 -2.577 -0.951
H 3.250 -4.095 -1.998
H 3.673 -2.401 -2.338
H 2.334 -4.449 -4.170
H 3.532 -3.211 -4.589
```

***

C46H37BaBrIN4O2PS2 | ωB97M-V/def2-TZVPD

Values from the calculation:
Charge: 0
Relative energy (zero: lowest compared OMol25 entry of this formula, charge and spin) (eV): 0.128
Kohn-Sham gap (eV): 5.22

```
95
C46H37BaBrIN4O2PS2, DFT ωB97M-V/def2-TZVPD
Ba 0.381 -0.206 0.245
Br 3.757 4.551 5.474
C 2.697 3.170 4.741
C 2.012 2.312 5.589
C 1.241 1.297 5.053
C 1.149 1.128 3.672
C 1.809 2.027 2.839
C 2.598 3.037 3.367
N 0.389 0.104 3.044
C 0.048 -0.931 3.691
C -0.770 -2.019 3.117
C -1.145 -3.069 3.941
C -1.919 -4.095 3.420
C -2.286 -4.038 2.090
C -1.857 -2.954 1.334
N -1.128 -1.959 1.825
H 2.077 2.441 6.660
H 0.697 0.652 5.730
H 1.719 1.969 1.760
H 3.130 3.710 2.710
H 0.342 -1.094 4.730
H -0.825 -3.083 4.975
H -2.222 -4.926 4.044
H -2.874 -4.817 1.627
H -2.104 -2.898 0.278
S 2.446 -2.259 0.860
C 3.586 -2.013 -0.454
C 4.257 -3.147 -0.924
C 5.203 -3.097 -1.935
C 5.798 -4.313 -2.413
N 6.244 -5.300 -2.799
C 5.530 -1.856 -2.494
C 4.868 -0.723 -2.049
C 3.875 -0.760 -1.064
S 3.072 0.759 -0.694
C 6.481 -1.743 -3.562
N 7.236 -1.624 -4.422
H 4.022 -4.103 -0.475
H 5.106 0.232 -2.497
I -2.158 1.225 -2.681
C -3.242 0.140 -4.127
C -4.337 0.843 -4.551
C -5.158 0.369 -5.590
C -4.824 -0.793 -6.207
C -3.696 -1.542 -5.794
C -3.395 -2.721 -6.514
C -2.322 -3.486 -6.183
C -1.546 -3.115 -5.075
C -1.798 -1.996 -4.317
P -0.703 -1.851 -2.824
C 0.939 -1.805 -3.625
C 1.432 -0.536 -3.923
C 2.622 -0.387 -4.618
C 3.343 -1.506 -5.003
C 2.880 -2.774 -4.677
C 1.683 -2.925 -3.996
C -0.837 -3.529 -2.108
C -2.013 -4.277 -2.189
C -2.141 -5.466 -1.483
C -1.103 -5.917 -0.678
C 0.060 -5.167 -0.572
C 0.193 -3.982 -1.282
C -2.876 -1.124 -4.695
H -4.568 1.795 -4.095
H -6.018 0.946 -5.900
H -5.412 -1.171 -7.034
H -4.037 -2.989 -7.345
H -2.075 -4.379 -6.742
H -0.722 -3.758 -4.795
H 0.880 0.345 -3.614
H 2.997 0.605 -4.836
H 4.283 -1.393 -5.528
H 3.461 -3.648 -4.946
H 1.339 -3.921 -3.744
H -2.829 -3.940 -2.817
H -3.053 -6.044 -1.571
H -1.201 -6.848 -0.134
H 0.871 -5.488 0.068
H 1.104 -3.407 -1.162
C -3.352 1.033 0.965
O -1.978 1.228 1.257
C -1.630 2.573 1.549
C -1.125 3.298 0.324
O -0.007 2.592 -0.191
C 0.667 3.322 -1.218
H -3.965 1.289 1.834
H -3.484 -0.022 0.731
H -3.674 1.627 0.106
H -0.841 2.538 2.301
H -2.485 3.111 1.971
H -0.829 4.316 0.603
H -1.905 3.372 -0.446
H 1.049 4.264 -0.818
H -0.018 3.534 -2.046
H 1.494 2.705 -1.566
```

***

C46H37BrIN5O2Sr | ωB97M-V/def2-TZVPD

Values from the calculation:
Charge: -2
Kohn-Sham gap (alpha / beta) (eV): 2.82 / 2.81

```
93
C46H37BrIN5O2Sr, DFT ωB97M-V/def2-TZVPD
Sr -1.725 -0.572 1.861
C 0.699 -2.940 -1.923
O 1.423 -2.078 -2.859
C 2.290 -1.333 -2.031
N 2.267 -1.447 -0.788
C 1.161 -2.407 -0.491
C 1.588 -3.496 0.508
C 0.677 -4.210 1.237
C 1.187 -5.014 2.247
C 2.562 -5.152 2.573
C 3.453 -4.431 1.765
C 2.954 -3.700 0.708
C 3.298 -0.550 -2.793
C 3.886 -1.093 -3.892
C 4.640 -0.299 -4.814
C 4.823 1.060 -4.563
C 4.076 1.431 -3.408
N 3.481 0.681 -2.499
C 4.181 2.806 -2.958
N 3.343 3.707 -3.342
C 3.588 4.759 -2.273
C 4.988 4.420 -1.700
O 5.233 3.051 -2.030
C 2.387 4.568 -1.338
C 2.114 3.423 -0.586
C 0.983 3.417 0.229
C 0.010 4.478 0.225
C 0.451 5.693 -0.321
C 1.596 5.657 -1.152
H 1.073 -3.900 -2.116
H -0.343 -2.928 -2.165
H 0.405 -1.789 -0.027
H -0.352 -4.097 1.066
H 0.476 -5.613 2.765
H 2.895 -5.756 3.452
H 4.496 -4.462 2.035
H 3.642 -3.096 0.211
H 3.870 -2.167 -4.154
H 4.957 -0.842 -5.680
H 5.282 1.815 -5.238
H 3.667 5.786 -2.670
H 5.036 4.726 -0.644
H 5.733 4.972 -2.273
H 2.725 2.480 -0.655
H 0.669 2.419 0.624
H -0.844 4.530 0.894
H -0.160 6.656 -0.358
H 1.958 6.497 -1.575
Br -3.434 3.319 8.301
C -3.419 2.711 6.374
C -2.917 1.465 6.086
C -2.819 1.060 4.760
C -3.213 1.940 3.687
C -3.614 3.211 4.070
C -3.705 3.634 5.401
N -2.937 1.508 2.427
C -3.078 2.363 1.377
C -2.307 2.273 0.235
C -2.544 3.208 -0.877
C -2.062 2.971 -2.091
C -1.217 1.856 -2.348
C -0.958 1.055 -1.256
N -1.416 1.242 0.010
H -2.676 0.777 6.970
H -2.612 0.014 4.527
H -3.825 3.958 3.350
H -3.969 4.625 5.725
H -3.685 3.256 1.454
H -3.302 4.020 -0.740
H -2.462 3.701 -2.841
H -0.676 1.704 -3.298
H -0.254 0.315 -1.443
I -2.461 -5.044 2.745
C -2.936 -4.972 0.646
C -2.857 -6.195 0.068
C -3.015 -6.363 -1.320
C -3.339 -5.327 -2.051
C -3.425 -3.964 -1.433
C -3.687 -2.878 -2.287
C -3.923 -1.652 -1.727
C -3.738 -1.492 -0.348
C -3.272 -2.478 0.510
C -3.245 -3.803 -0.057
H -2.790 -7.137 0.641
H -2.978 -7.319 -1.824
H -3.523 -5.313 -3.125
H -3.806 -2.991 -3.375
H -4.172 -0.802 -2.344
H -3.810 -0.485 0.090
C 0.843 -0.963 2.503
H 1.059 -1.281 3.559
H 1.799 -0.455 2.194
H -0.421 -0.928 7.990
```

***

Number 1: E -98399.75336 eV. Number 2: E -162457.89984 eV. Number 3: E -93559.69292 eV. Number 4: E -168155.92293 eV. Number 5: E -138817.78140 eV.